# 1
Density functional theory data (ωB97M-V with the def2-TZVPD basis set) for a structure of composition C4H6CdLiO2 at a distorted geometry.

Atoms and positions in Å:
O1 -0.97751 1.09516 1.61142
C1 0.29982 1.06251 1.28441
C2 1.01622 -0.17595 1.32589
Cd1 -0.71946 2.27067 -0.04147
Li1 -1.57251 -0.65083 1.14423
H1 0.68348 -0.90441 2.08590
H2 2.10962 -0.12547 1.31111
C3 -0.76568 -0.50598 -1.05588
C4 0.54775 -0.80650 -0.52737
O2 -0.93347 0.88799 -1.46501
H3 -1.11875 -1.16077 -1.85920
H4 0.75536 -1.88255 -0.50373
H5 1.33674 -0.16002 -0.93664
H6 -0.66161 1.05617 -2.37368

Values from the calculation:
- HOMO-LUMO gap (Eh) = 0.2145
- total charge = +1
- E (eV) = -13097.6330
- HOMO level (hartree) = -0.4224
- E_LUMO (hartree) = -0.2079

# 2
Density functional theory data (ωB97M-V with the def2-TZVPD basis set) for a cluster of 9 separate species, C45H104N6O13 in total at a distorted geometry.

Atoms and positions in Å:
C1 0.57073 2.68549 2.04229
C2 1.95173 2.06367 1.47344
C3 2.62527 3.17655 0.66361
C4 2.60854 1.58361 2.78042
C5 3.79279 0.65374 2.47409
C6 3.33531 -0.58214 1.75688
C7 2.58743 -0.18041 0.39833
C8 3.56260 0.21483 -0.71972
C9 1.92445 -1.52896 -0.13255
N1 1.54107 0.91037 0.70558
O1 0.67946 1.18572 -0.36456
H1 -0.22132 1.98155 2.29767
H2 0.81131 3.26513 2.93349
H3 0.09076 3.40941 1.38374
H4 3.11561 3.94960 1.25526
H5 3.41336 2.97737 -0.06257
H6 1.92729 3.69528 0.00646
H7 2.89829 2.45205 3.37198
H8 1.89364 0.96304 3.32071
H9 4.42616 1.31544 1.88325
H10 4.16013 0.54474 3.49452
H11 2.74684 -1.23637 2.40015
H12 4.30663 -1.00000 1.49228
H13 4.22738 1.04479 -0.48030
H14 2.96749 0.70598 -1.48960
H15 4.14148 -0.62581 -1.10224
H16 2.54329 -2.41606 0.00233
H17 1.57285 -1.66394 -1.15542
H18 0.98074 -1.56051 0.41198
H19 -0.09197 0.68370 -0.09166
C10 -6.24788 -2.37916 1.52872
C11 -5.22182 -1.19768 1.63038
C12 -5.73935 0.02077 0.80128
C13 -5.14154 -0.81401 3.07839
C14 -4.43140 -1.90236 3.90222
C15 -2.98070 -2.09375 3.33089
C16 -2.91024 -2.45337 1.83806
C17 -1.49085 -2.07998 1.21122
C18 -3.28631 -3.96291 1.53462
N2 -3.88673 -1.62924 1.04316
O2 -3.95521 -1.87043 -0.41979
H20 -7.32312 -2.21125 1.59005
H21 -6.03803 -2.83153 0.55947
H22 -6.14790 -3.12375 2.31845
H23 -4.98095 0.80205 0.85169
H24 -5.98469 -0.09597 -0.25431
H25 -6.63777 0.37884 1.30400
H26 -4.53443 0.08561 3.17939
H27 -6.11034 -0.63617 3.54517
H28 -4.39255 -1.54031 4.92960
H29 -4.79902 -2.92209 4.01675
H30 -2.50102 -2.89593 3.89170
H31 -2.48296 -1.14349 3.52416
H32 -1.27223 -2.43746 0.20498
H33 -0.66403 -2.63079 1.65964
H34 -1.37291 -0.99816 1.27333
H35 -2.63993 -4.38717 0.76632
H36 -4.30318 -4.12229 1.17589
H37 -3.11046 -4.74931 2.26862
H38 -3.97195 -2.83021 -0.40780
C19 -1.70809 -0.51509 -2.63652
C20 -2.29795 0.32774 -3.79296
C21 -1.58136 1.67998 -3.92768
C22 -2.10407 -0.42059 -5.14270
C23 -2.99595 -0.03527 -6.33646
C24 -4.31609 -0.46075 -5.86530
C25 -4.81311 0.00247 -4.45999
C26 -6.13176 0.83473 -4.48912
C27 -5.18822 -1.39865 -3.78028
N3 -3.77900 0.67919 -3.64977
O3 -4.20243 1.10906 -2.32773
H39 -1.51288 0.11997 -1.77241
H40 -0.74929 -0.93661 -2.93838
H41 -2.36178 -1.34069 -2.35513
H42 -0.52365 1.65113 -3.66592
H43 -1.88677 2.32577 -3.10441
H44 -1.84676 2.18866 -4.85446
H45 -1.10229 -0.27067 -5.54529
H46 -1.79915 -1.46579 -5.09084
H47 -2.69540 -0.56970 -7.23765
H48 -3.08482 1.02998 -6.54964
H49 -4.36835 -1.54923 -5.88940
H50 -5.02333 -0.26562 -6.67143
H51 -5.61862 1.77984 -4.66673
H52 -6.81799 0.72049 -5.32825
H53 -6.70752 0.90643 -3.56637
H54 -6.03438 -1.86253 -4.28717
H55 -4.34898 -2.09417 -3.77519
H56 -5.28430 -1.22980 -2.70773
H57 -4.22889 0.31128 -1.79439
C28 -0.32745 -7.73871 -0.35455
C29 0.95815 -8.10475 0.43959
C30 0.54953 -9.15779 1.52350
C31 1.94294 -8.95694 -0.51146
C32 2.51407 -8.04888 -1.69425
C33 3.41065 -6.97211 -0.98788
C34 2.53516 -6.07731 0.03190
C35 3.58271 -5.23371 0.89837
C36 1.70359 -5.09235 -0.88298
N4 1.75146 -6.92363 0.93804
O4 0.99756 -6.11858 1.79538
H58 0.01756 -7.33417 -1.30609
H59 -0.76222 -8.66832 -0.72186
H60 -0.99794 -7.02577 0.12530
H61 1.45888 -9.58197 1.94924
H62 -0.19576 -8.73468 2.19702
H63 0.08574 -10.08713 1.19286
H64 2.85765 -9.33206 -0.05244
H65 1.31139 -9.73061 -0.94812
H66 2.97620 -8.64950 -2.47769
H67 1.70165 -7.52644 -2.19935
H68 3.88626 -6.20225 -1.59551
H69 4.26864 -7.50479 -0.57775
H70 4.33763 -4.79010 0.24921
H71 4.14468 -5.96130 1.48396
H72 3.01607 -4.54616 1.52629
H73 0.95210 -4.60682 -0.26038
H74 1.05288 -5.47018 -1.67160
H75 2.39944 -4.38002 -1.32623
H76 1.65666 -6.00881 2.48468
N5 3.09329 2.01127 -3.95747
C37 2.05143 2.48759 -4.55217
N6 1.42538 3.52744 -3.95229
O5 1.71647 1.95909 -5.60398
H77 3.43218 1.17872 -4.41803
H78 3.50019 2.35057 -3.09759
H79 1.91105 3.97193 -3.18635
H80 0.84300 4.07138 -4.57282
O6 -0.44847 5.02640 5.48929
C38 -1.35312 4.92786 4.38752
C39 -1.33312 6.18415 3.54958
O7 -0.33554 6.30820 2.60087
H81 0.20133 5.67848 5.21697
H82 -1.23595 4.00323 3.82234
H83 -2.32970 4.94438 4.87139
H84 -1.44988 7.04415 4.20901
H85 -2.16078 6.08456 2.84732
H86 0.46988 6.64038 3.00405
O8 6.46145 4.43393 2.51528
C40 5.99391 4.31834 3.86252
C41 6.82661 3.52671 4.79695
O9 7.99658 4.17001 5.10165
H87 7.36378 4.76118 2.53298
H88 5.93640 5.30846 4.31467
H89 4.97701 3.92817 3.82022
H90 7.10417 2.58084 4.33176
H91 6.23536 3.31332 5.68744
H92 7.98304 5.04892 4.71573
O10 3.29855 7.87411 0.30445
C42 4.06300 6.68299 0.09842
C43 5.49031 6.72542 0.50016
O11 6.28751 7.80977 -0.08004
H93 2.53067 7.93537 -0.26843
H94 3.49570 5.81828 0.44273
H95 4.20790 6.52601 -0.97044
H96 5.99666 5.79845 0.23103
H97 5.38552 6.80793 1.58197
H98 6.92244 7.81022 0.64000
O12 -1.38563 6.59561 0.16389
C44 -1.54360 5.24908 -0.26197
C45 -2.34488 4.95258 -1.51073
O13 -1.89571 5.52005 -2.80465
H99 -1.12166 6.44036 1.07373
H100 -0.54307 4.82055 -0.32031
H101 -2.07159 4.84455 0.60156
H102 -3.35953 5.30362 -1.32268
H103 -2.32735 3.87710 -1.68723
H104 -1.16351 6.11636 -2.63174

Values from the calculation:
- HOMO-LUMO gap (Eh) = 0.2776
- SMILES = CC1(C)CCCC(C)(C)N1O.CC1(C)CCCC(C)(C)N1O.CC1(C)CCCC(C)(C)N1O.CC1(C)CCCC(C)(C)N1O.NC(N)=O.OCCO.OCCO.OCCO.OCCO
- E (eV) = -83897.0764
- HOMO level (hartree) = -0.2802
- E_LUMO (hartree) = -0.0025